Molecular formula: C4H6N4S
Method: DFT, ωB97M-V/def2-TZVPD

The geometry in XYZ format:
```
15
C4H6N4S (ωB97M-V/def2-TZVPD)
S -2.4645 1.9800 0.0499
H -2.4092 -1.8287 -1.0054
H -0.0907 2.1397 -0.4091
C 0.5595 0.2197 -0.0934
N 0.7674 1.5705 -0.3132
C 2.6897 0.7911 0.0762
N -2.5584 -1.8127 -0.0348
H -0.8112 -1.6051 1.1739
N 2.0457 1.9403 -0.2070
H -3.3644 -1.2447 0.1221
C 1.8501 -0.3149 0.1419
H 2.1133 -1.4219 0.1854
N -1.3188 -1.2165 0.3641
H 3.7967 0.9893 0.1449
C -0.8052 -0.1862 -0.1954
```

As for the HOMO energy (spin up / spin down): -8.81 / -8.45 eV. As for the electronic energy: -773.0247 hartree. For the molecular weight, the calculation gives 142.2 g mol⁻¹. As for the gap between HOMO and LUMO (spin up / spin down): 6.80 / 6.71 eV. Its spin multiplicity is 1. The relative energy (zero: lowest compared OMol25 entry of this formula, charge and spin) comes out at 536.0 kJ/mol.



Molecular formula: C39H53BCrF2IN14PS
Method: DFT, ωB97M-V/def2-TZVPD

The geometry in XYZ format:
```
113
C39H53BCrF2IN14PS (ωB97M-V/def2-TZVPD)
N 1.8332 1.2419 -1.9110
C -3.3040 0.6093 4.9276
C 1.1922 6.7342 5.4350
H 1.7812 -1.7924 0.3546
H -1.7580 2.8683 5.1560
C -1.2833 2.7336 4.1943
H 2.1521 7.1868 5.6568
N 3.7087 0.7255 1.5320
N 1.0569 -1.2619 -2.1859
C -2.9188 -2.7607 -0.1375
C 1.3631 1.3094 1.5254
H 0.7375 -1.6867 -4.2260
H 3.4415 2.0556 -3.7992
H 2.0454 -0.5627 -3.9191
H 0.6258 1.1718 -4.2456
H -1.9335 7.4228 5.9236
H -3.3987 0.0573 -5.2804
N 2.2119 -4.3964 1.2968
H -2.1685 0.6567 -1.1901
H 1.3397 3.0095 -2.9655
H 0.1082 -2.4405 -0.7263
H -0.8950 -2.1213 -2.1362
C 1.5710 -1.4700 -3.5493
F -1.4164 2.7933 0.0233
H 3.0167 -5.7260 -0.1219
F -3.2094 2.3386 1.3877
C -1.2338 5.6496 4.9373
H -4.0130 0.3036 -2.8475
C 0.1289 -2.3544 -1.8110
H 1.0749 -6.3755 0.4444
B -1.9656 1.9347 0.9369
C 0.3799 2.0280 2.1205
H -1.3524 -5.8715 -0.3760
H -2.2304 5.2716 4.7462
H -1.1539 0.9775 -5.9871
C 0.8707 -4.5584 1.3022
H 4.9782 1.5870 -3.0921
H 3.0751 2.6007 1.9755
N 0.4061 -5.7034 0.7809
N -4.0577 -0.9613 -0.2337
C -4.2250 -1.3716 4.3353
H -3.2256 1.4111 5.6499
N -2.6835 -0.3548 2.8549
H 4.1687 -4.9914 0.9784
C -1.3101 0.5520 -4.9939
C -2.7811 0.6402 -4.5961
N 1.0777 0.1238 0.8134
H 0.6186 2.8726 -1.3631
H 2.5273 -3.6170 1.8527
H 2.6718 -3.0311 -4.5347
C 2.6722 3.5253 -1.3689
N 0.1184 7.4073 5.8410
H -4.8884 -2.1914 4.5772
N 0.0222 0.1518 -0.1574
H 0.1314 -3.8304 -3.4092
I -4.8620 -4.9842 -1.1065
C -2.5515 0.6409 3.7454
H -1.0044 -0.4968 -5.0410
C -0.4274 1.2933 -3.9957
C -0.9975 -6.0496 0.6416
H -1.1353 -7.1012 0.8855
H 3.7146 0.8330 -1.0254
H 4.3175 4.0615 -2.7078
H -2.0650 -3.3874 0.0676
C 3.9706 1.9261 -2.8498
C -0.1092 4.9529 4.5070
C 0.5901 3.2824 2.8079
C 1.5302 2.6945 -1.9345
H -0.6517 2.3662 -4.0379
C -0.2489 3.6680 3.7908
H 3.3493 -0.1175 -2.4482
H -1.5776 -5.4452 1.3336
H 2.5417 -3.5577 -1.5613
C 2.0754 -0.8316 0.7422
H 1.4256 3.9118 2.5280
H 4.0928 -1.3124 1.1540
C 4.0208 3.2357 -2.0608
S -0.1035 -3.3311 1.9301
H 2.4311 -4.7037 -2.8888
N -2.8439 -1.4531 0.0770
C 2.0981 -3.7226 -2.5478
C 0.5799 -3.6845 -2.4232
C 3.1706 -5.4154 0.9142
H -2.7352 -0.8923 -3.0680
H 2.3947 4.5737 -1.4852
H -3.1127 1.6808 -4.6773
H 3.5498 -2.2634 -3.2238
C -1.5879 1.6871 3.4151
C -4.1960 -3.1056 -0.5984
H -4.2343 0.0258 -0.1066
H -3.6012 -2.1643 2.4376
C -4.8996 -1.9220 -0.6432
N -4.1247 -0.3773 5.2213
N -0.9638 1.5300 2.1372
C 1.1339 5.5179 4.7741
C -2.9721 0.1749 -3.1547
C 3.2581 0.8739 -2.0159
H -2.3319 2.0304 -2.2592
H 3.1274 -6.2925 1.5656
C 3.3216 -0.5552 1.1560
H 0.2100 -4.4946 -1.7902
N -0.6647 0.8326 -2.6220
Cr -1.5463 -0.1259 1.0979
C -2.0649 0.9674 -2.2249
H 2.0491 5.0101 4.4982
C 2.7807 1.5974 1.6810
H 4.7962 3.1414 -1.2979
C -1.0678 6.8618 5.5900
P 0.5604 0.2476 -1.6962
C -3.5160 -1.3601 3.1560
C 2.5669 -2.6309 -3.5243
H 2.7511 3.3442 -0.2977
H -5.9134 -1.7056 -0.9353
```

The expectation value of S² is 3.9183. As for the HOMO energy (spin up / spin down): -9.10 / -8.91 eV. As for the electronic energy: -4590.7788 hartree. For the molecular weight, the calculation gives 1008.7 g mol⁻¹. As for the gap between HOMO and LUMO (spin up / spin down): 6.26 / 5.98 eV. The charge is +1. Its spin multiplicity is 4. The relative energy (zero: lowest compared OMol25 entry of this formula, charge and spin) comes out at 37.4 kJ/mol.



Molecular formula: C5H10NO
Method: DFT, ωB97M-V/def2-TZVPD

The geometry in XYZ format:
```
17
C5H10NO (ωB97M-V/def2-TZVPD)
H 2.1404 0.8672 0.3830
H -1.6764 0.6568 -0.3672
N 0.2442 0.6003 0.3141
H -1.6146 -1.4714 -0.9796
H -0.3453 -1.4426 0.9096
H 1.1161 1.9078 1.6097
C -1.8360 1.1196 1.5544
C 0.1125 -0.8795 0.1743
H -0.9809 2.2964 0.0925
C 1.3269 1.0237 1.1162
O -1.9097 0.7569 2.6097
H 1.2100 -1.1057 -0.0637
H -0.8001 -0.3023 -1.7692
H 1.4229 0.3656 1.9513
C -1.1201 1.2355 0.2581
C -0.6875 -1.0991 -1.1220
H -0.1655 -1.8638 -1.8462
```

As for the HOMO energy (spin up / spin down): -14.13 / -14.13 eV. As for the electronic energy: -326.1214 hartree. For the molecular weight, the calculation gives 100.1 g mol⁻¹. As for the gap between HOMO and LUMO (spin up / spin down): 8.12 / 8.12 eV. The charge is +1. Its spin multiplicity is 1. The relative energy (zero: lowest compared OMol25 entry of this formula, charge and spin) comes out at 421.2 kJ/mol.



Molecular formula: C59H46O25S2
Method: DFT, ωB97M-V/def2-TZVPD

The geometry in XYZ format:
```
132
C59H46O25S2 (ωB97M-V/def2-TZVPD)
H -3.4581 11.6224 0.0126
C -4.1785 -2.1745 5.3759
O 0.2896 10.1429 -1.9075
H -1.6550 3.0243 0.7679
H 0.0704 -4.5109 0.3384
C 1.4312 -1.4752 0.6664
C 10.3115 -5.9576 -3.5785
C -3.7730 10.5610 -1.8780
C 4.2490 -6.4265 -1.2111
O 2.1022 1.1890 5.4654
H -3.8249 3.0285 -7.2285
O -4.0920 6.1903 -2.9549
C 2.2008 0.6474 1.6100
C 2.4721 2.7027 7.2300
O -4.2232 -5.2098 1.3297
C 2.8097 2.0546 5.9373
H -3.6268 -2.5392 3.2802
C -1.4559 0.9269 4.0950
C 11.2040 -8.2699 -3.0231
C -3.8937 1.6058 -3.1632
H -0.9844 -7.7227 3.1032
S -0.6172 1.3932 -2.5537
H 3.0245 4.1419 8.6837
C -1.7565 9.7185 -2.9940
H -3.3231 1.9891 -4.0071
C -7.3180 4.4719 -8.3614
C -3.2153 0.4593 -2.3895
C 6.3204 -7.1446 0.0665
C -4.3527 2.7274 -2.2337
H -3.7714 3.8714 -0.5296
O -3.6191 -1.0988 5.4653
C 10.9902 -7.1996 -4.0310
H 2.7121 -3.2188 1.0158
H 2.1157 1.7069 1.8163
O -3.1892 4.6609 -4.6123
H -3.0290 -0.2398 3.3067
C -2.3553 0.5907 3.1742
H -4.7221 5.0248 -6.0679
O 0.2822 2.3874 4.7312
C -2.6132 -6.6109 2.3270
C -5.5135 -3.9267 6.4573
H 4.4318 -1.9751 2.2932
H -3.7099 9.4585 -3.7708
C -2.4763 1.3568 1.9149
H 9.4133 -4.9155 -1.9669
C 10.1239 -6.8811 -1.3137
C -1.7728 0.0837 -2.6786
O 11.3549 -7.3335 -5.1778
C -3.0500 -5.4996 1.4432
H -3.7627 -0.4476 -2.6485
H -1.2308 9.2053 -3.7890
O 0.7109 0.5581 -2.8003
H -2.6265 2.6215 -0.9619
H 1.4527 1.1408 -2.5720
O -4.8385 3.8340 -3.0168
O -0.5587 1.9203 -1.2191
O 0.5755 -2.0797 0.0467
C -4.9030 -2.7482 6.5370
C 4.4824 4.1022 7.0484
O -0.7664 2.3367 -3.6105
C 4.9094 -5.3025 0.8685
C 4.0413 2.5021 5.2394
O -4.9775 10.6878 -1.8639
C 4.0089 -5.4894 -0.2993
C -4.1611 -2.9666 4.1194
H -4.9015 -2.1533 7.4414
H -4.8157 1.1923 -3.5725
O 9.7561 -6.7459 -0.1655
C -5.5241 2.8128 -8.5949
C -6.5690 5.1276 -7.2566
C -3.2884 3.3752 -1.3751
C -5.2595 4.5416 -6.8717
O -2.6660 4.3524 -2.1996
C -4.7703 -4.1465 4.0375
C -1.3264 -6.9196 2.4630
H 6.7249 -6.0530 1.8342
C 1.2841 -0.0247 0.9218
O 5.1874 4.9675 7.5222
C 9.9099 -5.8107 -2.3194
C -0.2741 -6.1640 1.7355
O 5.6405 -8.1810 -1.9345
H -3.3620 0.5818 -1.3153
H -1.4538 -0.6410 -1.9269
O 4.2352 0.5789 2.7800
C -0.6506 2.8340 2.6170
H -5.1305 2.3116 -1.5957
O -5.0878 1.8316 -9.1594
H -3.3983 -7.1439 2.8486
S -3.6768 4.8820 -3.2972
H 1.5681 2.3594 7.7170
C -1.9987 -4.7507 0.7125
C -4.7778 3.4694 -7.4947
C 6.0817 -6.2058 0.9772
H -6.0464 -4.3641 7.2919
H -1.6396 -0.3637 -3.6623
C -5.4962 -4.7197 5.2012
H 11.7002 -9.1652 -3.3748
H 10.1671 -5.1916 -4.3295
C 10.8018 -8.1220 -1.7643
O -7.0152 6.1033 -6.6937
O 4.7079 -4.4503 1.7108
C -6.8333 3.3999 -8.9814
C -1.5610 2.5009 1.7071
C 2.6300 -2.1593 1.2007
H 3.1538 -4.8308 -0.3695
C -0.9167 10.2660 -1.9003
H -4.7660 -4.7416 3.1324
H -1.3546 0.3829 5.0248
C 3.5517 -1.4931 1.8886
O -3.2893 1.0523 1.0587
H 4.2464 2.0027 4.2992
H 10.9455 -8.8881 -1.0131
H 0.3942 0.4413 0.5141
H 0.0349 3.6612 2.4823
O -6.0510 -5.7934 5.1287
C -2.9315 11.1106 -0.7829
C -1.6091 10.9734 -0.7928
H -0.9766 11.3645 -0.0060
C 5.4240 -7.3288 -1.1006
C 3.4075 -0.0363 2.1430
H 3.6077 -6.5799 -2.0697
H -7.3599 2.9051 -9.7876
H -8.2697 4.9162 -8.6244
H 7.1730 -7.8085 0.1288
C 3.2480 3.6526 7.7442
H 5.7181 3.7977 5.2672
H -2.3375 -3.9431 0.0759
C 4.8157 3.4530 5.7561
C -3.0795 9.8547 -2.9852
C -0.7126 -5.0575 0.8495
O 0.9002 -6.4392 1.8584
C -0.5341 2.0772 3.8931
```

As for the HOMO energy: -9.86 eV. As for the SMILES: O=S(=O)(O)CCC[C@H]1COS(=O)(=O)O1.O=C1C=CC(=O)C=C1.O=C1C=CC(=O)C=C1.O=C1C=CC(=O)C=C1.O=C1C=CC(=O)C=C1.O=C1C=CC(=O)C=C1.O=C1C=CC(=O)C=C1.O=C1C=CC(=O)C=C1.O=C1C=CC(=O)C=C1.O=C1C=CC(=O)C=C1. As for the electronic energy: -4952.9089 hartree. For the molecular weight, the calculation gives 1219.1 g mol⁻¹. As for the gap between HOMO and LUMO: 7.84 eV. Its spin multiplicity is 1.



Look up the electronic energy of the fourth one. -4952.9089 hartree



Look up the electronic energy of the second one. -4590.7788 hartree